Entry from the OMol25 dataset: a molecular structure, C36H41BN9O2RuS (the ωB97M-V functional and the def2-TZVPD basis).

The geometry in XYZ format:
```
91
Properties=species:S:1:pos:R:3
Ru -0.52 -0.01 -0.61
C -0.86 -3.01 3.28
C 0.07 -1.93 2.72
C 1.41 -1.90 3.44
C -0.59 -0.58 2.78
C -1.27 0.02 3.85
C -1.63 1.27 3.39
N -1.18 1.39 2.13
N -0.55 0.27 1.75
B -1.48 2.43 1.07
N -0.21 2.73 0.21
C 0.51 3.85 0.18
C 1.35 3.82 -0.91
C 1.07 2.62 -1.56
N 0.15 1.95 -0.84
C 1.64 2.18 -2.88
C 0.59 1.48 -3.74
C 2.92 1.36 -2.77
N -2.56 1.90 0.08
C -3.81 2.34 0.04
C -4.48 1.69 -0.96
C -3.55 0.83 -1.55
N -2.37 0.95 -0.90
C -3.91 0.06 -2.79
C -5.12 -0.84 -2.52
C -2.81 -0.74 -3.46
H -0.41 -4.00 3.16
H -1.82 -3.00 2.78
H -1.03 -2.86 4.35
H 0.24 -2.15 1.67
H 1.27 -1.72 4.51
H 2.06 -1.11 3.05
H 1.93 -2.86 3.33
H -1.45 -0.40 4.82
H -2.15 2.08 3.88
H -1.88 3.44 1.57
H 0.34 4.62 0.92
H 2.03 4.59 -1.24
H 1.89 3.12 -3.38
H 0.32 0.52 -3.31
H 0.99 1.28 -4.74
H -0.31 2.08 -3.85
H 2.72 0.36 -2.39
H 3.64 1.84 -2.10
H 3.38 1.25 -3.75
H -4.14 3.10 0.73
H -5.50 1.83 -1.27
H -4.22 0.83 -3.50
H -4.89 -1.58 -1.75
H -5.40 -1.37 -3.44
H -5.99 -0.27 -2.20
H -2.59 -1.64 -2.90
H -1.89 -0.16 -3.59
H -3.14 -1.05 -4.45
O -3.41 -2.69 -0.08
C -2.24 -2.58 -0.36
O -1.49 -1.58 0.04
C -1.56 -3.68 -1.13
C -2.00 -4.97 -0.89
C -1.45 -6.06 -1.56
C -0.45 -5.86 -2.52
C -0.02 -4.59 -2.80
C -0.55 -3.47 -2.11
S 0.03 -1.93 -2.56
H -2.80 -5.11 -0.17
H -1.80 -7.05 -1.34
H -0.04 -6.71 -3.05
H 0.73 -4.41 -3.56
C 3.40 -2.09 0.13
C 2.08 -1.81 -0.16
N 1.56 -0.57 -0.05
C 2.36 0.41 0.40
C 3.72 0.23 0.64
C 4.24 -1.05 0.49
C 4.64 1.37 0.86
C 4.48 2.50 1.54
C 3.35 2.91 2.39
C 3.12 4.25 2.66
C 2.06 4.56 3.49
N 1.28 3.62 4.02
C 1.59 2.37 3.71
N 2.57 1.96 2.92
H 3.76 -3.10 0.03
H 1.40 -2.59 -0.45
H 1.91 1.37 0.55
H 5.29 -1.23 0.65
H 5.58 1.25 0.34
H 5.28 3.23 1.48
H 3.76 5.02 2.25
H 1.82 5.59 3.74
H 0.97 1.59 4.15
```

Computed properties:
Spin multiplicity   5
HOMO-LUMO gap (alpha / beta)   8.175 / 6.130 eV
Expectation value of S²   6.04
Energy   -69593.239 eV
F_max   0.013 Eh/bohr
Charge   +1